--- 1 ---
A structure of composition C2H8N2O2. Source: the Open Molecules 2025 dataset; level of theory: wB97M-V/def2-TZVPD.

Properties
multiplicity = 1
Kohn-Sham gap = 10.2 eV
E_HOMO = -9.4 eV

Atoms and positions in Å:
C: 0.95 -1.59 1.73
C: -0.90 0.16 -1.76
N: 0.59 0.18 1.34
N: -0.43 1.34 -1.04
O: -0.29 -0.96 1.54
O: 1.46 -1.67 2.84
H: 0.90 0.41 2.36
H: 0.28 0.70 0.50
H: -1.20 1.99 -0.89
H: 0.28 1.83 -1.58
H: 1.41 -1.91 0.78
H: -0.06 -0.52 -1.90
H: -1.65 -0.34 -1.16
H: -1.33 0.38 -2.75


--- 2 ---
A cluster of 2 separate species, C2H8N2O2 in total. Source: the Open Molecules 2025 dataset; level of theory: wB97M-V/def2-TZVPD.

Properties
multiplicity = 1
SMILES string = O=CO.NCN
Kohn-Sham gap = 9.7 eV
E_HOMO = -9.1 eV

Atoms and positions in Å:
O: 4.44 0.31 2.25
C: 5.50 0.37 2.86
O: 6.66 0.89 2.64
H: 5.65 -0.33 3.79
H: 7.02 1.01 1.72
N: -2.88 0.19 -0.53
C: -3.71 -0.41 -1.48
N: -3.03 -0.45 -2.84
H: -3.54 0.65 0.13
H: -2.31 -0.54 -0.09
H: -4.17 -1.38 -0.98
H: -4.60 0.17 -1.74
H: -2.88 0.53 -3.09
H: -2.14 -1.02 -2.63


--- 3 ---
A cluster of 2 separate species, C2H8N2O2 in total. Source: the Open Molecules 2025 dataset; level of theory: wB97M-V/def2-TZVPD.

Properties
multiplicity = 1
SMILES string = O=CO.CNN
Kohn-Sham gap = 9.5 eV
E_HOMO = -8.6 eV

Atoms and positions in Å:
O: 0.42 1.96 0.94
C: 1.16 0.97 0.98
O: 0.88 -0.12 1.75
H: 2.24 0.99 0.76
H: 0.01 0.02 2.15
C: -1.49 -0.78 -0.64
N: -0.07 -0.98 -0.87
N: 0.65 0.27 -0.84
H: -1.95 -1.77 -0.56
H: -1.91 -0.26 -1.49
H: -1.72 -0.21 0.27
H: 0.33 -1.52 -0.10
H: 0.05 1.17 -0.83
H: 1.41 0.24 -1.52


--- 4 ---
A cluster of 2 separate species, C2H8N2O2 in total. Source: the Open Molecules 2025 dataset; level of theory: wB97M-V/def2-TZVPD.

Properties
multiplicity = 1
SMILES string = CNC(N)=O.O
Kohn-Sham gap = 10.2 eV
E_HOMO = -9.5 eV

Atoms and positions in Å:
C: 0.23 -1.00 0.14
N: -0.42 -0.19 1.13
C: 0.01 0.59 2.15
N: -0.83 1.59 2.55
O: 1.12 0.43 2.66
H: 1.06 -0.52 -0.41
H: 0.79 -1.82 0.60
H: -0.48 -1.32 -0.62
H: -1.29 0.14 0.73
H: -1.49 2.01 1.92
H: -0.39 2.24 3.19
O: 0.30 -0.80 -4.42
H: 1.23 -0.67 -4.26
H: 0.16 -0.67 -5.36


Result of the stability comparison: 1 is the least stable of them.


--- 1 ---
The ion C5H14N with charge +1. Source: the Open Molecules 2025 dataset; level of theory: wB97M-V/def2-TZVPD.

Properties
multiplicity = 1
SMILES string = CC(C)[C@@H](C)[NH3+]
charge = +1
Kohn-Sham gap = 11.6 eV
E_HOMO = -15.2 eV

Atoms and positions in Å:
C: 0.29 0.04 -1.93
C: -0.44 -0.30 -0.62
C: -1.59 0.60 -0.38
C: 0.68 -0.47 0.47
C: 1.35 0.80 0.85
N: -0.10 -1.06 1.63
H: -0.48 0.28 -2.67
H: 0.60 1.10 -1.76
H: 0.81 -0.77 -2.47
H: -0.83 -1.31 -0.86
H: -2.12 0.78 -1.36
H: -2.14 0.07 0.27
H: -1.39 1.54 0.13
H: 1.43 -1.10 0.08
H: 2.16 0.51 1.50
H: 1.92 1.29 0.05
H: 0.76 1.55 1.45
H: -1.00 -0.59 1.72
H: -0.25 -2.06 1.36
H: 0.36 -0.90 2.54


--- 2 ---
The ion C5H14N with charge +1. Source: the Open Molecules 2025 dataset; level of theory: wB97M-V/def2-TZVPD.

Properties
multiplicity = 1
SMILES string = CC[C@@H](C)C[NH3+]
charge = +1
Kohn-Sham gap = 11.3 eV
E_HOMO = -15.2 eV

Atoms and positions in Å:
C: 2.11 -0.34 -1.42
C: 0.70 -0.77 -0.91
C: 0.12 0.18 0.14
C: -0.63 1.28 -0.50
C: -0.86 -0.75 0.89
N: -1.36 0.16 2.04
H: 2.87 -0.53 -0.61
H: 2.01 0.68 -1.74
H: 2.38 -0.93 -2.22
H: 0.09 -0.73 -1.84
H: 0.74 -1.76 -0.57
H: 0.88 0.46 0.86
H: 0.02 2.10 -0.93
H: -1.30 1.92 0.00
H: -1.25 0.95 -1.42
H: -1.61 -1.18 0.07
H: -0.42 -1.72 1.20
H: -1.89 -0.50 2.68
H: -2.14 0.90 1.79
H: -0.45 0.59 2.48


--- 3 ---
A cluster of 2 separate species, C5H14N in total. Source: the Open Molecules 2025 dataset; level of theory: wB97M-V/def2-TZVPD.

Properties
multiplicity = 1
charge = +1
Kohn-Sham gap = 8.6 eV
E_HOMO = -14.3 eV

Atoms and positions in Å:
C: 0.58 -3.36 0.43
C: 0.14 0.23 -0.97
C: 0.60 -1.22 -0.90
C: 0.04 -1.95 0.31
H: 0.32 -3.96 -0.44
H: 0.16 -3.88 1.30
H: 1.66 -3.36 0.55
H: 0.68 0.82 -1.72
H: 0.32 0.70 0.01
H: -0.92 0.33 -1.20
H: 1.69 -1.24 -0.89
H: 0.29 -1.71 -1.82
H: 0.30 -1.36 1.20
H: -1.05 -1.95 0.25
C: -0.15 3.48 0.82
N: -1.18 2.91 0.35
H: -0.29 4.40 1.39
H: 0.82 3.05 0.64
H: -1.08 2.03 -0.18
H: -2.11 3.27 0.52


--- 4 ---
A cluster of 2 separate species, C5H14N in total. Source: the Open Molecules 2025 dataset; level of theory: wB97M-V/def2-TZVPD.

Properties
multiplicity = 1
charge = +1
Kohn-Sham gap = 7.1 eV
E_HOMO = -14.6 eV

Atoms and positions in Å:
C: -2.70 1.57 -0.12
C: -0.23 -0.98 0.25
C: 1.03 -0.98 -0.45
C: 1.41 0.48 -0.92
C: 2.17 -1.44 0.52
N: -1.53 1.34 0.78
H: -2.86 0.74 -0.81
H: -3.61 1.65 0.48
H: -0.17 -0.81 1.32
H: -0.94 0.56 0.42
H: 1.01 -1.66 -1.30
H: 2.24 0.45 -1.62
H: 1.58 1.10 -0.05
H: 0.61 0.92 -1.53
H: 1.82 -2.22 1.19
H: 2.97 -1.77 -0.14
H: 2.59 -0.63 1.10
H: -0.94 -1.73 -0.11
H: -1.91 0.89 1.61
H: -2.55 2.52 -0.61


Result of the stability comparison: 4 is the least stable of them.


--- 1 ---
A cluster of 2 separate species, C5H14N in total. Source: the Open Molecules 2025 dataset; level of theory: wB97M-V/def2-TZVPD.

Properties
multiplicity = 1
charge = +1
Kohn-Sham gap = 10.0 eV
E_HOMO = -13.6 eV

Atoms and positions in Å:
C: -0.68 2.43 1.54
N: 0.02 1.56 0.54
H: -1.07 1.77 2.29
H: 0.10 3.14 1.94
H: -1.46 2.96 0.99
H: -0.59 0.80 0.25
H: 0.83 1.06 0.93
H: 0.31 2.04 -0.31
C: 0.39 -0.89 -2.01
C: 0.09 -1.21 -0.56
C: -1.20 -1.12 -0.16
C: 1.26 -1.45 0.41
H: 1.14 -0.01 -2.12
H: -0.55 -0.61 -2.54
H: 0.87 -1.69 -2.54
H: -1.39 -1.52 0.85
H: -2.02 -0.80 -0.79
H: 0.85 -1.51 1.44
H: 2.01 -0.59 0.34
H: 1.66 -2.47 0.24


--- 2 ---
A cluster of 2 separate species, C5H14N in total. Source: the Open Molecules 2025 dataset; level of theory: wB97M-V/def2-TZVPD.

Properties
multiplicity = 1
charge = +1
Kohn-Sham gap = 6.1 eV
E_HOMO = -15.6 eV

Atoms and positions in Å:
C: -2.27 -0.33 1.09
C: -0.83 -0.01 0.60
C: -0.01 -1.27 0.54
C: 1.07 -1.29 -0.63
C: 2.37 -0.24 -0.46
N: -0.78 0.66 -0.68
H: -2.79 -0.78 0.23
H: -2.73 0.63 1.23
H: -2.38 -0.93 2.08
H: -0.22 0.57 1.33
H: 0.51 -1.34 1.47
H: -0.64 -2.12 0.40
H: 1.42 -2.32 -0.63
H: 0.48 -1.05 -1.52
H: 2.61 -0.11 0.56
H: 3.17 -0.62 -1.10
H: 2.02 0.61 -0.79
H: 0.37 4.42 -1.40
H: -1.34 1.52 -0.50
H: -0.02 4.01 -1.83


Result of the stability comparison: 2 is the least stable of them.


--- 1 ---
A cluster of 2 separate species, C5H14N in total. Source: the Open Molecules 2025 dataset; level of theory: wB97M-V/def2-TZVPD.

Properties
multiplicity = 1
charge = +1
Kohn-Sham gap = 9.5 eV
E_HOMO = -15.1 eV

Atoms and positions in Å:
C: -1.40 1.21 -1.82
C: -1.07 -0.08 -1.04
C: -0.92 0.13 0.48
C: -0.44 -1.12 1.23
H: -2.37 1.64 -1.50
H: -1.51 0.99 -2.88
H: -0.58 1.95 -1.69
H: -0.13 -0.50 -1.43
H: -1.84 -0.86 -1.22
H: -1.91 0.43 0.91
H: -0.26 0.98 0.65
H: -1.24 -1.91 1.22
H: -0.16 -0.96 2.30
H: 0.40 -1.62 0.72
C: 2.49 -0.64 0.69
N: 2.16 0.59 0.69
H: 2.36 -1.24 1.58
H: 2.80 -1.08 -0.23
H: 2.03 1.10 -0.20
H: 1.61 0.99 1.54


--- 2 ---
A structure of composition C5H14N. Source: the Open Molecules 2025 dataset; level of theory: wB97M-V/def2-TZVPD.

Properties
multiplicity = 1
charge = +1
Kohn-Sham gap = 6.6 eV
E_HOMO = -15.9 eV

Atoms and positions in Å:
C: -0.68 1.69 0.36
C: -0.80 0.16 0.16
C: 0.49 -0.62 0.37
C: 1.06 -0.61 1.80
C: 1.56 -0.23 -0.71
N: -1.19 -0.18 -1.13
H: -0.04 2.05 -0.45
H: -1.64 2.14 0.20
H: -0.35 1.99 1.30
H: -1.50 -0.18 1.02
H: 0.13 -1.61 0.06
H: 1.40 0.37 2.08
H: 0.26 -0.93 2.56
H: 1.93 -1.36 1.93
H: 2.04 0.75 -0.52
H: 2.40 -0.97 -0.78
H: 0.99 -0.21 -1.67
H: -2.18 0.11 -1.35
H: -2.40 -1.90 -4.38
H: -2.56 -1.30 -3.87


--- 3 ---
The ion C5H14N with charge +1. Source: the Open Molecules 2025 dataset; level of theory: wB97M-V/def2-TZVPD.

Properties
multiplicity = 1
SMILES string = CC(C)CC[NH3+]
charge = +1
Kohn-Sham gap = 11.5 eV
E_HOMO = -15.0 eV

Atoms and positions in Å:
C: 1.24 -1.80 -0.44
C: 0.46 -0.48 -0.63
C: -0.96 -0.80 -0.97
C: 0.91 0.43 0.52
C: 0.07 1.72 0.61
N: -1.32 1.38 0.95
H: 2.31 -1.86 -0.73
H: 0.81 -2.63 -1.21
H: 1.15 -2.31 0.56
H: 0.88 0.07 -1.60
H: -1.57 -0.05 -1.33
H: -0.85 -1.43 -1.81
H: -1.47 -1.32 -0.21
H: 0.67 -0.09 1.51
H: 2.05 0.57 0.47
H: 0.11 2.25 -0.43
H: 0.51 2.45 1.37
H: -1.72 2.25 1.29
H: -1.93 0.95 0.34
H: -1.35 0.70 1.73


--- 4 ---
A cluster of 3 separate species, C5H14N in total. Source: the Open Molecules 2025 dataset; level of theory: wB97M-V/def2-TZVPD.

Properties
multiplicity = 1
charge = +1
Kohn-Sham gap = 7.9 eV
E_HOMO = -14.3 eV

Atoms and positions in Å:
C: 0.26 -0.48 0.08
C: -0.29 0.31 1.18
C: -1.46 0.32 2.22
C: -0.75 0.84 -0.22
C: 0.11 1.92 -0.83
N: 1.29 -1.37 0.30
H: -0.21 -0.42 -2.75
H: 2.10 -2.85 -2.04
H: 0.52 0.93 1.59
H: -1.83 -0.71 2.33
H: -2.30 0.87 1.79
H: -1.23 0.59 3.26
H: -1.73 0.48 -0.51
H: -0.21 -1.02 -2.32
H: 0.13 2.81 -0.20
H: -0.29 2.20 -1.80
H: 1.12 1.56 -0.98
H: 1.47 -2.96 -2.41
H: 2.15 -0.84 0.42
H: 1.12 -2.20 0.86


Result of the stability comparison: 4 is the least stable of them.


--- 1 ---
An isolated molecule of C2H3NO2S. Source: the Open Molecules 2025 dataset; level of theory: wB97M-V/def2-TZVPD.

Properties
multiplicity = 1
SMILES string = O=C(S)/C=N/O
Kohn-Sham gap = 9.7 eV
E_HOMO = -9.9 eV

Atoms and positions in Å:
O: -0.53 -2.29 0.83
C: -0.33 -1.47 0.03
S: -1.00 -1.52 -1.43
C: -0.07 -0.08 0.60
N: 0.62 0.82 -0.23
O: 0.92 1.89 0.63
H: -0.22 -0.42 -2.17
H: -0.20 0.26 1.64
H: 0.81 2.80 0.10


--- 2 ---
An isolated molecule of C2H3NO2S. Source: the Open Molecules 2025 dataset; level of theory: wB97M-V/def2-TZVPD.

Properties
multiplicity = 1
SMILES string = [H]/N=C/C=S(=O)=O
Kohn-Sham gap (alpha / beta) = 8.5 / 8.5 eV
E_HOMO (alpha / beta) = -9.5 / -9.5 eV

Atoms and positions in Å:
H: -1.96 -0.31 0.18
N: -1.07 0.25 -0.07
C: 0.06 -0.22 0.05
C: 1.16 0.67 0.09
S: 2.77 0.00 -0.04
O: 3.84 0.95 0.09
O: 2.91 -1.42 0.03
H: 0.45 -1.22 0.32
H: 1.36 1.75 0.13


--- 3 ---
An isolated molecule of C2H3NO2S. Source: the Open Molecules 2025 dataset; level of theory: wB97M-V/def2-TZVPD.

Properties
multiplicity = 1
SMILES string = OCON=C=S
Kohn-Sham gap = 8.8 eV
E_HOMO = -9.0 eV

Atoms and positions in Å:
O: 2.15 0.12 0.04
C: 0.97 0.76 -0.11
O: -0.19 0.04 0.46
N: -1.21 -0.56 -0.36
C: -2.23 -1.18 -0.10
S: -3.58 -1.95 -0.21
H: 2.48 0.19 0.90
H: 0.84 1.64 0.65
H: 0.77 0.94 -1.27


--- 4 ---
A cluster of 2 separate species, C2H3NO2S in total. Source: the Open Molecules 2025 dataset; level of theory: wB97M-V/def2-TZVPD.

Properties
multiplicity = 1
Kohn-Sham gap (alpha / beta) = 8.1 / 8.1 eV
E_HOMO (alpha / beta) = -9.3 / -9.3 eV

Atoms and positions in Å:
C: 0.20 -0.81 0.00
C: -0.27 0.22 0.65
N: 0.54 -1.78 -0.55
O: 2.87 -0.93 -0.04
O: 3.53 1.31 -0.76
S: 2.88 0.45 0.25
H: -0.38 0.14 1.72
H: -0.51 1.19 0.21
H: 1.53 -2.03 -0.34


Result of the stability comparison: 1 is the least stable of them.